Model 1:
DFT (ωB97M-V/def2-TZVPD) results for 11 unconnected molecules or ions with the total composition C40H84O11.

Each line ends with the Löwdin charge.
Positions of all 135 atoms, in Å:
C (4.62, 0.40, -2.03)  -0.18
C (4.40, 0.15, -3.52)  -0.15
C (5.72, -0.60, -3.91)  -0.19
O (6.56, -0.58, -2.76)  -0.14
C (6.12, 0.53, -1.96)  -0.20
H (4.21, -0.45, -1.47)  0.12
H (4.02, 1.23, -1.63)  0.09
H (4.43, 1.09, -4.09)  0.11
H (3.48, -0.38, -3.75)  0.10
H (6.25, -0.09, -4.73)  0.11
H (5.55, -1.63, -4.23)  0.11
H (6.40, 1.49, -2.44)  0.13
H (6.53, 0.43, -0.97)  0.12
C (-3.08, -0.23, 2.85)  -0.17
C (-3.38, 0.33, 4.24)  -0.16
C (-4.50, -0.59, 4.70)  -0.22
O (-4.11, -1.87, 4.25)  -0.14
C (-3.21, -1.74, 3.11)  -0.17
H (-2.11, 0.07, 2.47)  0.10
H (-3.85, 0.07, 2.14)  0.09
H (-3.72, 1.36, 4.21)  0.11
H (-2.52, 0.19, 4.89)  0.12
H (-5.52, -0.35, 4.38)  0.12
H (-4.53, -0.65, 5.80)  0.12
H (-3.62, -2.33, 2.30)  0.09
H (-2.30, -2.23, 3.48)  0.11
C (1.29, 0.00, 0.74)  -0.16
C (1.19, 1.47, 1.11)  -0.15
C (1.87, 2.12, -0.09)  -0.18
O (1.46, 1.31, -1.18)  -0.17
C (0.95, 0.06, -0.75)  -0.16
H (0.57, -0.62, 1.28)  0.11
H (2.31, -0.38, 0.87)  0.08
H (1.61, 1.70, 2.09)  0.09
H (0.13, 1.75, 1.14)  0.09
H (2.95, 2.09, 0.09)  0.11
H (1.57, 3.15, -0.23)  0.12
H (1.40, -0.78, -1.29)  0.12
H (-0.13, 0.03, -0.90)  0.12
C (3.15, -1.40, 2.97)  -0.15
C (2.54, -1.25, 4.34)  -0.16
C (1.48, -2.34, 4.38)  -0.18
O (1.15, -2.61, 3.02)  -0.16
C (2.39, -2.60, 2.33)  -0.21
H (4.23, -1.50, 2.94)  0.12
H (2.92, -0.56, 2.31)  0.05
H (2.19, -0.24, 4.57)  0.10
H (3.23, -1.43, 5.18)  0.11
H (0.56, -2.09, 4.91)  0.12
H (1.89, -3.27, 4.80)  0.12
H (2.25, -2.37, 1.27)  0.10
H (2.86, -3.58, 2.36)  0.12
C (0.04, -3.65, -4.71)  -0.16
C (-1.13, -2.69, -4.54)  -0.14
C (-2.37, -3.60, -4.61)  -0.21
O (-1.91, -4.85, -5.07)  -0.14
C (-0.62, -5.01, -4.52)  -0.21
H (0.75, -3.54, -3.88)  0.11
H (0.64, -3.58, -5.62)  0.11
H (-1.15, -1.89, -5.27)  0.10
H (-1.13, -2.28, -3.53)  0.10
H (-3.17, -3.22, -5.25)  0.12
H (-2.89, -3.83, -3.68)  0.10
H (-0.10, -5.85, -4.96)  0.12
H (-0.72, -5.23, -3.44)  0.10
C (5.27, 2.62, 2.95)  -0.15
C (3.77, 2.58, 3.16)  -0.17
C (3.30, 4.02, 2.83)  -0.19
O (4.40, 4.67, 2.22)  -0.13
C (5.39, 3.70, 1.88)  -0.20
H (5.72, 1.67, 2.67)  0.11
H (5.76, 3.03, 3.84)  0.12
H (3.53, 2.28, 4.19)  0.11
H (3.28, 1.85, 2.51)  0.06
H (3.01, 4.64, 3.68)  0.12
H (2.48, 3.87, 2.12)  0.09
H (6.38, 4.14, 1.82)  0.12
H (5.13, 3.34, 0.87)  0.11
C (-4.62, -2.59, -1.41)  -0.17
C (-4.57, -1.29, -0.66)  -0.18
C (-6.05, -0.99, -0.55)  -0.21
O (-6.62, -2.23, -0.16)  -0.12
C (-5.82, -3.27, -0.72)  -0.19
H (-3.71, -3.19, -1.36)  0.09
H (-4.89, -2.46, -2.46)  0.11
H (-3.97, -0.50, -1.12)  0.11
H (-4.13, -1.40, 0.34)  0.09
H (-6.44, -0.66, -1.53)  0.12
H (-6.29, -0.18, 0.15)  0.12
H (-6.40, -3.89, -1.41)  0.12
H (-5.49, -3.94, 0.09)  0.11
C (-2.83, 2.19, 0.34)  -0.16
C (-3.59, 3.20, 1.22)  -0.16
C (-4.16, 4.12, 0.17)  -0.23
O (-3.16, 4.26, -0.82)  -0.14
C (-2.64, 2.93, -0.99)  -0.17
H (-3.37, 1.26, 0.13)  0.08
H (-1.94, 1.85, 0.88)  0.07
H (-2.88, 3.68, 1.90)  0.11
H (-4.41, 2.76, 1.78)  0.11
H (-4.45, 5.10, 0.53)  0.12
H (-5.05, 3.64, -0.27)  0.13
H (-1.60, 2.93, -1.32)  0.11
H (-3.28, 2.48, -1.76)  0.12
C (-0.88, -4.83, 1.42)  -0.18
C (-1.37, -6.11, 0.83)  -0.17
C (-1.23, -5.81, -0.66)  -0.21
O (-1.41, -4.41, -0.80)  -0.15
C (-1.50, -3.79, 0.49)  -0.20
H (0.20, -4.71, 1.29)  0.11
H (-1.13, -4.64, 2.47)  0.11
H (-2.42, -6.32, 1.07)  0.12
H (-0.80, -6.99, 1.14)  0.12
H (-1.96, -6.46, -1.15)  0.12
H (-0.21, -6.05, -0.98)  0.12
H (-2.57, -3.66, 0.67)  0.10
H (-0.99, -2.85, 0.66)  0.11
C (-0.12, 5.43, 0.76)  -0.09
C (0.93, 6.29, 1.42)  -0.32
O (2.15, 6.34, 0.68)  -0.08
H (-1.12, 5.81, 0.98)  0.07
H (-0.12, 4.39, 1.10)  0.06
H (-0.02, 5.36, -0.33)  0.08
H (1.14, 5.86, 2.40)  0.10
H (0.63, 7.33, 1.57)  0.11
H (1.98, 6.73, -0.18)  0.08
C (1.06, 3.12, -5.55)  -0.09
C (0.79, 2.73, -4.12)  -0.32
O (1.90, 3.10, -3.30)  -0.10
H (2.00, 2.69, -5.91)  0.07
H (1.10, 4.20, -5.64)  0.08
H (0.26, 2.78, -6.21)  0.07
H (0.68, 1.63, -4.06)  0.11
H (-0.13, 3.16, -3.71)  0.10
H (1.97, 2.44, -2.59)  0.03

Properties
HOMO = -9.491 eV
SMILES = C1CCOC1.C1CCOC1.C1CCOC1.C1CCOC1.C1CCOC1.C1CCOC1.C1CCOC1.C1CCOC1.C1CCOC1.CCO.CCO
gap between HOMO and LUMO = 9.84 eV

Model 2:
DFT (ωB97M-V/def2-TZVPD) results for 11 unconnected molecules or ions with the total composition C40H84O11.

Each line ends with the Löwdin charge.
Positions of all 135 atoms, in Å:
C (8.72, 0.03, 0.76)  -0.20
C (7.75, 0.25, 1.83)  -0.21
C (6.84, 1.41, 1.31)  -0.14
O (7.92, 2.18, 0.66)  -0.16
C (8.80, 1.31, -0.10)  -0.16
H (8.27, -0.79, 0.20)  0.11
H (9.69, -0.32, 1.10)  0.11
H (8.28, 0.39, 2.77)  0.11
H (7.13, -0.62, 2.04)  0.11
H (6.23, 1.97, 2.02)  0.11
H (6.02, 1.01, 0.71)  0.11
H (9.82, 1.69, -0.18)  0.11
H (8.47, 1.13, -1.13)  0.11
C (7.58, 0.99, -6.89)  -0.17
C (6.89, 1.84, -7.91)  -0.19
C (5.69, 1.01, -8.34)  -0.19
O (5.45, 0.14, -7.25)  -0.16
C (6.38, 0.30, -6.21)  -0.21
H (7.97, 1.66, -6.12)  0.11
H (8.33, 0.30, -7.26)  0.12
H (7.68, 2.04, -8.63)  0.11
H (6.69, 2.87, -7.61)  0.11
H (5.89, 0.35, -9.19)  0.12
H (4.79, 1.61, -8.43)  0.12
H (6.60, -0.70, -5.84)  0.12
H (5.85, 0.87, -5.45)  0.12
C (-8.98, 0.70, -2.35)  -0.17
C (-8.78, 1.61, -1.12)  -0.15
C (-7.26, 1.55, -0.86)  -0.21
O (-6.76, 1.36, -2.15)  -0.15
C (-7.65, 0.81, -3.10)  -0.20
H (-9.86, 0.75, -2.99)  0.11
H (-9.08, -0.33, -1.99)  0.10
H (-9.40, 1.35, -0.27)  0.11
H (-8.98, 2.62, -1.47)  0.11
H (-6.94, 0.72, -0.22)  0.11
H (-6.85, 2.46, -0.42)  0.12
H (-7.22, -0.14, -3.40)  0.12
H (-7.76, 1.46, -3.97)  0.11
C (-2.66, -7.09, 7.00)  -0.16
C (-3.41, -6.42, 5.88)  -0.20
C (-3.46, -4.94, 6.30)  -0.14
O (-3.27, -5.03, 7.78)  -0.16
C (-3.18, -6.32, 8.26)  -0.22
H (-1.57, -7.06, 6.98)  0.11
H (-2.92, -8.14, 6.95)  0.10
H (-4.42, -6.81, 5.71)  0.11
H (-2.89, -6.55, 4.93)  0.11
H (-4.41, -4.62, 5.88)  0.11
H (-2.64, -4.47, 5.75)  0.11
H (-4.18, -6.57, 8.60)  0.11
H (-2.50, -6.26, 9.11)  0.12
C (-1.23, -5.50, -4.61)  -0.18
C (-1.67, -6.85, -5.16)  -0.18
C (-3.10, -6.93, -4.66)  -0.21
O (-3.58, -5.60, -4.79)  -0.14
C (-2.43, -4.76, -5.04)  -0.23
H (-0.42, -5.04, -5.18)  0.12
H (-1.10, -5.46, -3.53)  0.12
H (-1.06, -7.64, -4.73)  0.11
H (-1.58, -6.94, -6.24)  0.12
H (-3.14, -7.25, -3.61)  0.12
H (-3.75, -7.57, -5.26)  0.12
H (-2.55, -3.87, -4.42)  0.12
H (-2.43, -4.46, -6.09)  0.12
C (-4.23, 2.96, 6.13)  -0.20
C (-3.07, 3.89, 5.94)  -0.16
C (-3.65, 4.92, 4.96)  -0.25
O (-4.97, 4.99, 5.30)  -0.13
C (-5.45, 3.69, 5.70)  -0.18
H (-4.43, 2.57, 7.13)  0.12
H (-4.04, 2.14, 5.43)  0.11
H (-2.08, 3.54, 5.64)  0.11
H (-3.03, 4.33, 6.94)  0.11
H (-3.51, 4.56, 3.94)  0.12
H (-3.14, 5.88, 5.07)  0.12
H (-5.97, 3.21, 4.87)  0.12
H (-6.18, 3.89, 6.48)  0.12
C (-0.19, -0.56, 1.87)  -0.18
C (0.13, 0.69, 1.07)  -0.18
C (0.19, 0.31, -0.38)  -0.19
O (-0.15, -1.09, -0.32)  -0.15
C (-0.86, -1.44, 0.87)  -0.21
H (-0.81, -0.21, 2.69)  0.11
H (0.74, -1.04, 2.19)  0.12
H (1.06, 1.22, 1.31)  0.11
H (-0.74, 1.34, 1.09)  0.11
H (1.18, 0.43, -0.83)  0.11
H (-0.49, 0.87, -1.03)  0.11
H (-0.73, -2.48, 1.15)  0.12
H (-1.92, -1.22, 0.72)  0.12
C (-2.46, 8.62, -0.93)  -0.21
C (-3.60, 7.69, -1.24)  -0.17
C (-3.05, 6.90, -2.39)  -0.22
O (-2.13, 7.76, -3.07)  -0.13
C (-1.71, 8.82, -2.16)  -0.21
H (-1.75, 8.21, -0.21)  0.12
H (-2.76, 9.61, -0.59)  0.12
H (-4.42, 8.28, -1.65)  0.12
H (-3.98, 7.09, -0.41)  0.12
H (-3.77, 6.57, -3.15)  0.12
H (-2.63, 5.96, -2.03)  0.11
H (-1.87, 9.81, -2.59)  0.12
H (-0.64, 8.69, -2.03)  0.12
C (2.59, 0.09, 8.63)  -0.19
C (3.85, 0.58, 7.98)  -0.19
C (4.81, 0.76, 9.19)  -0.18
O (4.47, -0.41, 9.96)  -0.15
C (3.11, -0.85, 9.72)  -0.18
H (2.02, -0.52, 7.93)  0.11
H (2.05, 0.89, 9.14)  0.11
H (3.65, 1.35, 7.23)  0.11
H (4.33, -0.22, 7.41)  0.11
H (4.44, 1.66, 9.69)  0.11
H (5.82, 0.97, 8.84)  0.12
H (2.42, -0.73, 10.57)  0.11
H (3.21, -1.90, 9.46)  0.12
C (-2.97, 2.08, -7.71)  -0.10
C (-1.61, 2.65, -7.20)  -0.32
O (-1.52, 3.99, -7.58)  -0.07
H (-3.89, 2.51, -7.30)  0.07
H (-2.97, 1.03, -7.45)  0.06
H (-3.02, 2.08, -8.80)  0.06
H (-0.82, 2.07, -7.67)  0.11
H (-1.68, 2.39, -6.14)  0.11
H (-1.39, 3.94, -8.53)  0.08
C (6.45, -6.54, -3.19)  -0.09
C (5.04, -5.92, -3.20)  -0.31
O (4.51, -5.72, -1.89)  -0.09
H (6.48, -7.35, -2.46)  0.07
H (7.33, -5.95, -2.94)  0.07
H (6.68, -7.00, -4.16)  0.07
H (4.42, -6.66, -3.70)  0.10
H (5.05, -4.93, -3.65)  0.11
H (3.60, -5.44, -1.98)  0.08

Properties
HOMO = -9.328 eV
SMILES = C1CCOC1.C1CCOC1.C1CCOC1.C1CCOC1.C1CCOC1.C1CCOC1.C1CCOC1.C1CCOC1.C1CCOC1.CCO.CCO
gap between HOMO and LUMO = 9.45 eV

Which structure is the most stable? The one labeled model 1.